Record 1
C18H45F6LiN3O24P3S6 | the ωB97M-V functional and the def2-TZVPD basis

- spin multiplicity = 1
- lowest unoccupied orbital energy (eV) = 3.10
- electronic energy (Ha) = -6703.0952
- total charge = -2

```
106
Properties=species:S:1:pos:R:3:forces:R:3:mulliken_charge:R:1
Li 17.84341 -21.71680 5.01654 0.06 0.29 0.19 0.963
N 16.96646 -17.95615 2.43223 4.02 -2.31 2.89 -0.145
S 16.76194 -18.69957 1.16070 -6.63 2.84 -8.14 0.863
O 15.85354 -19.80293 1.11384 0.52 -1.15 0.38 -0.533
O 17.70150 -18.55068 0.09215 1.15 -1.19 0.16 -0.651
F 15.74848 -17.49309 0.68779 -0.90 0.06 -0.66 -0.437
S 18.22388 -19.07741 2.75623 4.13 1.67 8.17 0.700
O 19.56011 -19.01174 2.21778 -1.75 -0.48 -1.53 -0.522
O 17.79949 -20.35105 3.33406 -0.33 0.91 -1.51 -0.414
F 18.56616 -18.20434 4.08738 -0.27 -0.72 -0.20 -0.373
N 16.20379 -16.86463 5.17126 -1.27 -5.11 -0.36 -0.232
S 16.42805 -16.27772 6.55000 2.26 6.27 2.06 0.932
O 17.56951 -16.68955 7.30217 -0.38 -1.05 0.94 -0.583
O 15.23169 -15.87381 7.22251 0.14 0.37 0.56 -0.670
F 17.08069 -14.90962 5.98966 -0.68 0.66 -0.18 -0.343
S 15.87227 -18.39874 5.85902 0.16 -2.64 -2.59 0.965
O 14.70560 -18.40088 6.71397 1.05 -0.29 -0.36 -0.541
O 17.06293 -19.15214 6.22275 -1.77 0.85 -0.13 -0.453
F 15.35316 -19.22008 4.56019 0.26 1.15 0.65 -0.249
N 22.19904 -19.26713 4.11338 -2.10 -3.08 2.25 -0.368
S 23.09570 -20.19418 3.28865 5.09 0.94 -6.47 0.946
O 22.46281 -21.09155 2.30527 0.58 0.24 2.35 -0.510
O 24.41768 -20.50190 3.81084 -1.64 -0.69 0.04 -0.673
F 23.54726 -19.01477 2.25971 -0.15 0.08 0.04 -0.366
S 21.51475 -20.56023 4.95743 -3.65 2.17 4.03 1.130
O 22.41072 -21.51329 5.60185 -1.09 0.75 -1.61 -0.596
O 20.16600 -20.96526 4.52093 2.98 0.13 0.42 0.094
F 21.14428 -19.59154 6.23080 0.15 -0.84 -0.83 -0.427
C 21.41200 -24.48029 4.35103 -0.19 0.29 0.45 -0.573
C 20.50564 -24.96011 5.49255 0.56 -1.68 -1.35 -0.092
O 20.68596 -24.20949 6.63888 -1.84 2.91 3.47 -0.403
P 19.40047 -23.62072 7.46834 0.84 1.45 -0.66 -0.523
O 18.38257 -22.81979 6.74909 0.73 -0.56 -0.18 1.398
O 18.73548 -24.90469 8.12222 0.32 -0.24 -1.20 -0.250
C 17.36821 -24.86835 8.51771 -0.21 0.08 2.04 0.534
C 17.46417 -24.92656 10.04065 -0.91 -1.49 0.23 -1.358
O 20.03366 -22.74856 8.68463 0.92 -2.49 -1.42 -0.393
C 19.19704 -21.87646 9.39394 -0.84 2.38 0.16 0.076
C 19.33632 -20.45523 8.78134 -0.79 -1.68 0.12 -0.750
H 21.63916 -25.30964 3.68089 -0.17 0.05 -0.15 0.446
H 20.95794 -23.64172 3.82345 -0.14 -0.17 -0.14 -0.299
H 22.35582 -24.07504 4.71651 0.01 -0.22 0.28 0.435
H 19.47132 -25.04303 5.15762 -0.12 0.40 0.14 -0.045
H 20.79874 -25.94984 5.84987 0.06 -0.42 -0.60 0.403
H 16.77925 -24.00015 8.22141 0.60 0.29 -0.41 -0.282
H 16.79737 -25.73003 8.17072 0.50 -0.24 -0.31 0.387
H 17.90508 -25.87036 10.36747 0.65 -0.05 -0.40 0.367
H 18.04590 -24.13792 10.51445 -0.47 0.23 -0.14 0.212
H 16.46539 -25.12004 10.43704 -0.27 1.01 0.30 0.411
H 18.15324 -22.19280 9.37151 -0.07 -0.08 -0.18 -0.262
H 19.47411 -21.80315 10.44646 0.40 -0.63 0.02 0.390
H 18.54390 -19.81667 9.17178 0.31 0.29 0.16 0.352
H 20.35256 -20.11107 8.96573 -0.21 0.31 -0.25 0.413
H 19.10261 -20.61907 7.72994 0.39 0.58 -0.12 -0.186
C 17.34669 -27.42620 2.69657 -1.02 0.60 0.21 -1.572
C 17.86805 -26.01588 3.04758 0.50 -1.38 0.63 0.679
O 17.60036 -25.09665 2.03781 -0.20 1.51 -0.31 -0.447
P 17.71047 -23.51955 2.43737 -0.85 1.18 -3.59 0.469
O 18.26493 -23.21646 3.75283 -0.60 -0.49 0.47 0.605
O 18.52318 -22.89984 1.19117 -1.92 -1.08 0.58 -0.685
C 19.84339 -22.46108 1.30321 3.06 0.19 1.00 0.746
C 20.91698 -23.47666 0.79272 -2.43 0.45 -0.28 -1.349
O 16.19576 -23.01872 2.11119 1.39 -0.08 0.57 -0.065
C 15.65133 -23.11605 0.79354 -0.94 -0.50 -1.47 -0.293
C 14.21821 -23.66375 0.86584 1.17 -0.35 1.39 -1.038
H 17.19927 -27.65540 1.64090 1.04 0.22 -0.22 0.370
H 17.91246 -28.19022 3.22821 0.02 -0.02 -0.21 0.379
H 16.29947 -27.50309 2.99583 -0.04 0.01 0.58 0.332
H 17.42935 -25.67075 3.98513 -0.10 -0.17 0.13 -0.003
H 18.94594 -26.03318 3.21669 0.12 -0.20 -0.03 -0.034
H 20.02783 -21.49558 0.83257 -0.69 -0.04 -0.28 0.517
H 20.07953 -22.27362 2.35129 -0.16 0.15 0.06 -0.841
H 21.88826 -23.00536 0.93095 0.04 -0.49 0.03 0.370
H 20.70500 -24.43127 1.27631 0.73 -0.03 0.50 0.206
H 20.65140 -23.69878 -0.24235 0.53 0.25 -0.36 0.413
H 15.58627 -22.22229 0.17211 0.63 0.84 1.08 0.331
H 16.24298 -23.77818 0.15967 0.19 -0.31 0.30 0.297
H 14.33913 -24.67354 1.26146 -0.41 -0.46 -0.63 0.126
H 13.68213 -23.19305 1.69043 -0.22 0.59 -0.42 0.135
H 13.70875 -23.58062 -0.09263 -0.04 -0.19 0.17 0.453
C 11.41516 -21.19816 5.20217 0.03 1.13 0.55 -1.088
C 12.19163 -21.02339 6.52707 -1.00 -0.02 -0.37 -0.468
O 13.56249 -20.85456 6.23584 1.74 -2.22 -0.02 0.224
P 14.57827 -22.12984 6.41753 0.69 2.00 1.25 0.045
O 15.94188 -21.85181 5.90658 -1.71 -0.60 -0.03 0.584
O 14.58799 -22.38098 8.05191 -1.17 -0.80 -2.41 -0.514
C 14.90584 -21.24577 8.82479 0.93 1.28 0.98 0.641
C 14.55743 -21.45792 10.29644 0.39 -0.50 -0.26 -1.613
O 13.81835 -23.40444 5.84362 -0.18 0.21 1.54 -0.579
C 14.17580 -23.83312 4.53342 0.47 -0.67 -0.60 0.697
C 13.28287 -25.00310 4.12982 -0.70 -0.19 0.80 -1.619
H 11.61326 -22.07970 4.59375 0.24 -0.09 0.34 0.119
H 10.33994 -21.08685 5.34795 -0.08 -0.29 0.22 0.423
H 11.69225 -20.30172 4.64596 0.10 -0.18 -0.40 0.303
H 11.89384 -20.09241 7.01087 -0.12 0.14 -0.21 0.387
H 11.99293 -21.78683 7.28104 0.22 -0.41 -0.17 0.344
H 15.97332 -21.05456 8.69811 0.25 -0.18 0.27 -0.301
H 14.49317 -20.30300 8.46196 -0.59 -0.23 -0.28 0.282
H 14.99103 -20.64718 10.88186 -0.20 0.13 -0.04 0.398
H 13.49238 -21.56035 10.50502 -0.08 0.28 -0.21 0.393
H 15.01347 -22.37748 10.66660 0.14 -0.10 -0.07 0.285
H 14.08866 -22.93664 3.91980 0.19 -0.42 -0.59 0.264
H 15.20550 -24.18698 4.59048 0.17 0.35 -0.34 -0.270
H 13.37288 -25.85786 4.80269 0.39 0.22 0.48 0.408
H 12.24083 -24.70763 4.25980 -0.13 0.07 -0.43 0.338
H 13.43740 -25.48706 3.16639 0.18 0.79 -0.29 0.300
```
Forces are in eV/Å.

=====

Record 2
C18H45N3O9 | the ωB97M-V functional and the def2-TZVPD basis

- spin multiplicity = 1
- relative energy (zero: lowest compared OMol25 entry of this formula, charge and spin) (kcal/mol) = 0.0
- lowest unoccupied orbital energy (eV) = -1.36
- electronic energy (Ha) = -1554.1080
- total charge = 0

```
75
Properties=species:S:1:pos:R:3:forces:R:3:mulliken_charge:R:1
C -0.70750 -1.89058 4.55773 -0.67 0.50 -0.79 -1.499
C 0.63354 -1.48596 3.96980 -0.62 -0.08 0.98 0.283
C 1.71212 -1.64302 5.01611 1.69 0.19 -0.82 -0.696
O 2.00205 -3.02854 5.13987 -0.15 0.40 0.53 -0.423
C 1.87356 -3.59767 6.44447 -0.43 -0.55 -0.71 -0.701
N 0.93546 -2.44363 2.85868 0.32 1.25 0.17 -0.068
H 1.57543 -2.00658 2.17400 -0.37 -0.10 -0.12 0.095
H 1.34468 -3.24847 3.35370 -0.46 -0.34 -0.50 0.459
H 0.05754 -2.53509 2.34041 0.34 -0.71 -0.21 0.358
H -1.48697 -1.75625 3.79824 0.00 -0.02 0.09 0.467
H -0.97341 -1.21249 5.36439 0.03 -0.16 0.19 0.405
H -0.75316 -2.93377 4.86699 0.23 0.02 0.23 0.379
H 0.61005 -0.47278 3.57877 -0.05 0.01 -0.16 0.284
H 1.51136 -1.11102 5.94422 -0.47 -0.33 0.12 0.516
H 2.65160 -1.19801 4.65223 -0.16 0.13 -0.05 0.329
H 2.54888 -4.44671 6.41024 0.11 -0.01 0.52 0.235
H 0.85483 -3.97421 6.56463 -0.01 0.05 0.21 0.281
H 2.09442 -2.89283 7.24015 0.27 0.04 -0.01 0.329
C -3.81640 2.15735 -2.80843 0.93 1.04 0.41 -1.561
C -3.52209 0.82957 -2.12899 -0.40 1.51 -0.55 0.841
C -4.78015 0.03225 -2.01958 -0.77 -0.11 0.16 -1.084
O -4.53234 -1.23746 -1.46813 0.37 -0.20 0.11 -0.247
C -5.61404 -2.10579 -1.69315 0.04 0.19 -0.38 -0.791
N -2.45326 0.16255 -2.92955 0.84 -1.61 1.62 0.220
H -2.10144 -0.60192 -2.32104 0.02 -0.01 -0.14 0.476
H -2.78055 -0.27770 -3.78615 0.07 0.51 -0.19 0.392
H -1.59348 0.74198 -3.05137 -0.41 0.68 -0.79 -0.016
H -4.22324 2.05050 -3.81521 -0.34 -0.08 0.15 0.420
H -2.88399 2.72560 -2.92749 0.10 -0.38 -0.14 0.306
H -4.37151 2.82806 -2.14955 -0.59 -0.46 -0.10 0.398
H -3.15052 1.00651 -1.11955 0.22 -0.03 -0.07 0.021
H -5.32823 -0.05852 -2.97454 0.42 -0.06 -0.16 0.438
H -5.46032 0.59112 -1.36321 0.19 0.15 0.05 0.451
H -6.56790 -1.61797 -1.46911 -0.02 -0.07 0.13 0.314
H -5.48991 -2.98404 -1.06977 0.02 -0.10 0.02 0.218
H -5.61003 -2.37948 -2.75672 -0.24 -0.24 0.07 0.323
C 2.88344 -0.98890 -2.97469 -0.92 0.43 0.33 -1.210
C 4.04771 -1.17323 -2.00834 -0.95 -0.55 0.35 0.326
C 4.68272 0.11679 -1.52062 0.61 0.83 -0.77 -0.733
O 3.95854 0.59651 -0.44138 -0.51 -0.25 0.94 -0.064
C 4.60479 1.49391 0.45801 -0.31 -0.44 0.08 -0.899
N 3.47261 -1.91114 -0.79437 -0.41 0.42 0.64 -0.060
H 2.63352 -1.43317 -0.33918 -0.25 0.08 -0.63 0.005
H 3.16425 -2.83711 -1.08844 0.06 0.02 0.20 0.413
H 4.10034 -1.96396 0.01382 0.31 -0.23 -0.55 0.418
H 3.18677 -0.50893 -3.90696 0.07 -0.37 -0.02 0.411
H 2.08000 -0.34474 -2.59088 0.46 0.24 0.28 0.185
H 2.32802 -1.92181 -3.12627 0.51 -0.10 -0.43 0.378
H 4.74544 -1.87697 -2.46161 0.32 0.23 0.14 0.277
H 4.59687 0.81579 -2.35766 0.14 0.13 -0.13 0.345
H 5.75337 0.07118 -1.28339 -0.04 -0.52 0.06 0.470
H 3.82277 1.74104 1.17541 0.06 0.48 -0.21 0.229
H 5.00227 2.35767 -0.07512 -0.10 0.13 0.17 0.344
H 5.39242 1.01557 1.06106 0.11 -0.11 -0.47 0.335
C 1.56354 3.09384 -3.07060 -0.19 1.32 -0.31 -0.272
C 0.68072 2.40510 -4.10968 0.50 -1.53 -0.63 0.475
O 1.24907 1.90205 -5.11178 -0.28 0.51 0.62 -0.747
O -0.53134 2.24614 -3.78147 -0.25 -0.16 0.31 -0.679
H 1.04544 3.97899 -2.68380 -0.14 -0.36 0.32 0.315
H 2.49508 3.49896 -3.47030 0.12 -0.51 -0.16 0.305
H 1.74626 2.38423 -2.27144 0.20 0.06 0.23 -0.313
C -2.66875 3.85830 0.66448 0.68 0.95 -0.07 -0.496
C -3.96648 3.28970 1.27094 0.63 -2.70 0.46 0.504
O -4.68496 2.58522 0.48718 0.20 1.07 0.08 -0.637
O -3.98602 3.25082 2.52988 -0.33 0.79 -0.82 -0.752
H -1.85593 3.14305 0.84027 -0.29 -0.21 0.07 -0.156
H -2.30778 4.75664 1.18236 -0.32 -0.04 0.02 0.386
H -2.64312 4.07782 -0.40780 -0.43 -0.13 0.04 0.206
C 0.12704 0.99011 -0.34512 1.88 -0.49 -0.52 0.307
C 0.12215 -0.53644 -0.21480 -1.22 -0.35 -0.60 0.448
O -0.73333 -1.17994 -0.87456 1.08 0.64 0.76 -0.770
O 1.01475 -1.10148 0.54052 0.54 -0.06 -0.22 -0.975
H 0.98021 1.43548 0.17590 -0.47 -0.08 0.77 0.250
H -0.80986 1.49262 -0.15306 -0.16 -0.05 -0.04 -0.043
H 0.50238 1.19530 -1.35959 -0.96 -0.08 -0.17 -0.679
```
Forces are in eV/Å.

=====

Record 3
C18H46BrNO13P3 | the ωB97M-V functional and the def2-TZVPD basis

- spin multiplicity = 1
- lowest unoccupied orbital energy (eV) = -2.75
- electronic energy (Ha) = -5344.4384
- total charge = +1

```
82
Properties=species:S:1:pos:R:3:forces:R:3:mulliken_charge:R:1
C 1.69708 -0.25829 -0.73257 0.15 0.03 0.10 -0.707
O 1.91187 1.03357 -1.26054 0.02 -0.25 -0.36 -0.327
C 0.85240 1.95938 -1.22438 -0.01 0.03 0.18 -0.649
C -0.55406 1.39557 -1.15572 -0.32 -0.05 -0.04 -0.364
C -1.55985 2.54014 -1.31837 -0.02 -0.26 0.13 -1.284
C -2.97127 1.99329 -1.45922 0.03 -0.24 -0.30 -0.286
C -3.53095 1.94934 -2.87289 -0.24 0.27 0.18 -1.123
C -4.78658 1.09545 -2.88455 0.06 -0.25 -0.01 -0.040
Br -5.64821 1.22877 -4.61686 -0.07 -0.04 -0.03 -0.058
C -5.80006 1.41646 -1.77419 0.03 -0.09 0.14 -0.611
C -5.23068 1.95223 -0.45103 -0.12 -0.01 -0.14 -0.853
N -3.99663 2.77477 -0.67614 -0.26 0.05 0.02 -0.025
H 2.67486 -0.71823 -0.62552 0.10 0.01 0.02 0.219
H 1.09932 -0.87873 -1.40465 -0.17 -0.01 0.02 0.308
H 1.24491 -0.22781 0.26074 -0.09 -0.02 0.08 0.343
H 1.01096 2.63321 -0.37861 -0.01 0.12 -0.02 0.336
H 0.93253 2.54586 -2.14112 0.10 0.13 -0.02 0.244
H -0.74938 0.91255 -0.19659 0.07 -0.08 0.03 0.405
H -0.73679 0.64171 -1.92589 0.10 0.00 -0.13 0.446
H -1.29263 3.12763 -2.19479 -0.06 0.25 0.01 0.449
H -1.49879 3.17375 -0.43112 0.11 0.22 -0.03 0.331
H -3.02359 0.98196 -1.05001 0.10 0.01 0.25 0.531
H -3.78862 2.96645 -3.18661 0.15 0.08 -0.11 0.453
H -2.78564 1.58193 -3.57103 0.04 -0.14 -0.05 0.549
H -4.49810 0.04990 -2.81066 0.08 -0.04 0.06 0.384
H -6.57724 2.08340 -2.13635 0.09 0.21 -0.11 0.514
H -6.29787 0.48430 -1.52070 -0.23 0.03 -0.03 0.136
H -5.96301 2.58891 0.03731 -0.04 0.02 0.08 0.395
H -4.96203 1.15655 0.23679 0.18 -0.08 0.00 0.499
H -4.26141 3.59807 -1.21967 0.13 0.12 0.01 0.431
H -3.62044 3.12197 0.20543 0.08 -0.14 0.09 0.418
C 5.54858 3.31673 2.80826 0.04 -0.04 0.05 -0.607
O 4.24749 3.35818 2.20559 -0.02 0.06 -0.02 -0.326
P 4.05965 4.00470 0.77656 0.20 0.03 0.02 1.049
O 2.66439 3.99167 0.34194 -0.18 -0.02 0.01 -0.651
O 5.08349 3.27060 -0.18790 -0.02 0.06 0.14 -0.336
C 4.84536 1.86394 -0.42708 0.01 -0.15 -0.02 -0.435
O 4.73836 5.42091 0.94563 0.14 -0.03 -0.10 -0.351
C 5.00888 6.23254 -0.20874 -0.04 0.07 0.01 -0.644
H 5.66964 2.33420 3.25878 -0.03 0.00 0.01 0.153
H 6.33661 3.47345 2.07303 -0.02 0.00 -0.03 0.352
H 5.60966 4.08563 3.57545 -0.01 0.02 -0.01 0.269
H 3.83235 1.59513 -0.14450 0.00 -0.05 -0.04 0.114
H 5.55524 1.26634 0.14097 0.03 0.08 0.02 0.216
H 4.97262 1.67672 -1.48953 0.01 0.05 -0.01 0.327
H 5.05850 5.63182 -1.11494 0.00 -0.03 0.01 0.311
H 5.96834 6.71709 -0.04860 0.00 0.00 0.03 0.256
H 4.22887 6.98468 -0.30732 -0.02 -0.01 0.01 0.248
C 7.89708 -3.12902 1.40893 0.07 -0.01 0.01 -0.698
O 6.95739 -2.09169 1.08022 -0.03 -0.04 0.00 -0.348
P 5.40718 -2.35776 1.18348 0.10 -0.13 -0.08 0.882
O 4.61390 -1.21143 0.75219 -0.09 0.25 -0.01 -0.284
O 5.13231 -2.83618 2.67597 0.08 -0.02 0.00 -0.345
C 5.36233 -1.89948 3.73994 -0.05 0.03 0.04 -0.564
O 5.22079 -3.70222 0.38061 -0.02 -0.11 0.18 -0.378
C 3.97917 -4.42332 0.45075 -0.04 0.00 -0.09 -0.678
H 8.69783 -2.67490 1.98709 0.00 0.03 -0.02 0.254
H 7.43140 -3.92082 1.99401 -0.03 0.01 0.01 0.340
H 8.29811 -3.54600 0.48833 -0.02 0.00 -0.02 0.258
H 5.37663 -0.87470 3.36962 -0.03 0.00 -0.03 0.185
H 6.31212 -2.13089 4.22007 0.01 -0.01 -0.02 0.264
H 4.55459 -2.00802 4.45840 -0.01 -0.02 0.00 0.261
H 3.41705 -4.16347 1.34580 0.02 0.02 0.02 0.320
H 4.21908 -5.48277 0.47444 0.03 0.00 -0.01 0.259
H 3.38703 -4.20064 -0.43453 0.01 0.03 0.00 0.256
C -6.49270 -5.99700 0.31890 -0.06 -0.10 0.02 -0.683
O -5.37504 -5.10457 0.48037 0.01 0.11 -0.06 -0.355
P -5.48265 -3.59659 0.05302 -0.23 -0.21 0.00 1.199
O -4.24532 -2.84420 0.22173 0.24 0.23 0.07 -0.712
O -6.73093 -2.99134 0.84309 0.03 -0.08 -0.02 -0.280
C -6.65045 -2.94328 2.27824 0.00 0.04 0.04 -0.740
O -6.06546 -3.67389 -1.41688 -0.14 0.02 0.12 -0.364
C -6.36917 -2.44613 -2.07902 0.06 0.04 -0.22 -0.448
H -6.55591 -6.60677 1.21620 0.05 0.00 0.00 0.257
H -7.42548 -5.45125 0.18390 0.02 0.04 0.01 0.341
H -6.31389 -6.63113 -0.54569 0.02 0.02 -0.02 0.261
H -5.61890 -3.01640 2.62109 0.02 0.01 -0.02 0.370
H -7.23530 -3.76110 2.69585 0.01 -0.01 -0.01 0.251
H -7.07018 -1.99539 2.60494 -0.02 0.00 -0.02 0.250
H -6.45790 -1.62686 -1.36570 -0.02 -0.02 0.03 0.030
H -7.31387 -2.55830 -2.60513 -0.01 -0.08 0.02 0.355
H -5.57904 -2.23085 -2.79826 0.00 0.03 0.00 0.275
```
Forces are in eV/Å.